Density functional theory data (wB97M-V/def2-TZVPD) for C44H50Li2O20S as an isolated structure at a distorted geometry.

The geometry in ORCA input format:
```
! RIJCOSX wB97M-V def2-TZVPD def2/J DEFGRID3
* xyz 0 1
Li 0.2301 1.4954 4.3116
Li 1.4135 2.0521 -1.3893
S 0.4984 0.2383 1.2444
O 0.3086 1.0279 2.4384
O 0.5953 1.1836 0.1330
O 1.5724 -0.6855 1.2975
O -0.7874 -0.4150 0.9838
C 0.4392 4.5565 -1.4409
O 1.3133 3.8966 -2.2798
H -0.0436 3.8913 -0.5765
H -0.3328 4.8603 -1.9925
H 1.0487 5.2560 -0.8724
H 1.2806 4.4263 -3.1331
C -2.3187 2.4571 5.1315
O -1.3066 2.9221 4.1848
H -2.8879 3.2139 5.4093
H -1.8564 1.9788 6.0388
H -2.7436 1.4706 4.5996
H -1.6567 2.7627 3.3109
C -1.3137 -4.3852 -1.8522
C -0.5606 -4.7944 -3.0399
C 0.4979 -3.9802 -3.4338
C 0.9143 -2.8107 -2.7571
C 0.1184 -2.3885 -1.6632
C -0.9965 -3.1596 -1.2506
O -1.6488 -2.7901 -0.1327
O 1.2167 -4.4552 -4.5182
H -2.1998 -4.9561 -1.4308
H -0.8704 -5.5607 -3.4535
H 1.7158 -2.3254 -3.1074
H 0.4933 -1.4543 -1.0581
H -1.4749 -1.9631 0.2839
H 1.3792 -5.4520 -4.7712
C 6.3714 -1.2613 -2.2166
C 5.8815 -0.5178 -1.0944
C 4.6724 -0.7472 -0.4583
C 3.9634 -2.0131 -0.8367
C 4.5056 -2.7199 -1.9926
C 5.6515 -2.3716 -2.6721
O 6.1971 -3.1493 -3.7616
O 4.3323 -0.2273 0.6710
H 7.2938 -1.0048 -2.7050
H 6.5963 0.4773 -0.7988
H 3.0731 -2.2984 -0.1583
H 3.6966 -3.5056 -2.2567
H 6.7878 -2.7792 -4.4835
H 3.4244 -0.3384 1.2024
C -0.4501 1.8621 -4.8955
C -0.7940 1.4280 -6.2415
C -1.4864 0.2947 -6.3989
C -1.8068 -0.5809 -5.3044
C -1.3310 -0.2094 -4.0699
C -0.6616 1.0331 -3.8264
O -0.3839 1.4207 -2.6434
O -2.1520 0.0173 -7.6638
H 0.0398 2.9068 -4.7906
H -0.7286 2.1761 -7.1925
H -2.2658 -1.3980 -5.6054
H -1.1940 -0.8576 -3.1075
H -0.8347 1.1046 -1.9130
H -2.0580 0.5006 -8.4425
C 3.1045 3.1954 1.1267
C 4.3668 3.5456 0.4892
C 4.5857 4.8950 0.2379
C 3.6869 5.8761 0.7143
C 2.4686 5.4301 1.3431
C 2.1922 4.1233 1.4914
O 1.0114 3.5698 2.1438
O 5.8115 5.3699 -0.2916
H 3.2798 2.0797 1.2384
H 5.0974 2.8548 0.1099
H 4.0378 6.9942 0.5993
H 1.6852 6.2488 1.5697
H 0.9209 2.6548 2.0831
H 5.7328 6.2537 0.0120
C -5.6753 -1.1752 4.3724
C -4.2686 -1.1119 4.3583
C -3.5513 -1.3869 3.1913
C -4.1940 -1.5577 1.9834
C -5.6622 -1.6137 2.0007
C -6.2860 -1.4011 3.1447
O -7.6443 -1.4314 3.0804
O -2.1066 -1.2623 3.1926
H -6.0218 -0.9231 5.2248
H -3.6036 -0.7342 5.4169
H -3.8170 -1.6597 1.0084
H -6.1963 -1.3976 0.9223
H -8.1238 -1.8343 3.7831
H -1.7344 -0.8344 2.3642
C 1.6453 -5.2873 0.9531
C 1.6594 -3.9840 1.4482
C 2.0179 -3.6016 2.7583
C 2.3885 -4.6189 3.7433
C 2.3430 -5.9357 3.2725
C 1.9330 -6.2434 1.9641
O 1.8047 -7.5249 1.5541
O 2.0439 -2.2821 3.1434
H 1.3192 -5.4168 -0.2188
H 1.3233 -3.1421 0.8707
H 2.6966 -4.2705 4.8753
H 2.6042 -6.6292 3.8919
H 2.1368 -7.9962 2.2545
H 1.8088 -1.3390 2.6679
C -3.9584 4.0460 -0.1828
C -3.4256 2.8395 -0.7272
C -3.2095 1.7949 0.1319
C -3.6937 1.7853 1.4619
C -4.2860 2.9638 2.0214
C -4.5054 4.0681 1.1878
O -5.2486 5.1583 1.5811
O -2.7105 0.6513 -0.4691
H -4.2187 4.8868 -0.7452
H -3.4079 2.7792 -1.7986
H -3.6769 0.8985 1.9795
H -4.8140 2.6832 3.0543
H -5.8827 5.4773 0.8106
H -2.1612 0.1171 0.0475
*
```

## Properties
lowest unoccupied orbital energy: -0.69 eV
E: -98624.135 eV
orbital gap: 6.1 eV